Record 1
ORCA calculation (ωB97M-V with the def2-TZVPD basis set) on 15 unconnected molecules or ions with the total composition H31O15 in a non-equilibrium geometry.

Geometry as XYZ:
```
46
Properties=species:S:1:pos:R:3:forces:R:3:nbo_charge:R:1
O 0.827 1.186 2.999 0.455 -0.673 0.283 -0.978
H -2.559 0.695 3.773 0.011 0.861 0.820 0.465
H 0.401 1.076 3.863 -0.302 0.424 -0.097 0.509
O 0.057 0.491 -3.960 -1.128 -0.482 -2.227 -0.948
H -2.785 -1.900 2.173 0.135 -0.083 -0.047 0.492
H 0.589 -0.035 -4.567 0.062 -0.017 -0.072 0.492
O -1.701 0.402 4.115 -0.670 -0.929 -1.208 -0.973
H 0.760 1.274 -1.405 0.640 0.034 0.382 0.451
H -1.325 2.738 0.970 -0.039 0.209 -0.035 0.483
O -2.296 1.757 -1.774 1.163 -0.827 -0.520 -0.969
H 4.748 -0.501 -1.654 0.628 0.201 0.289 0.474
H -2.191 0.924 -2.300 -0.953 0.286 0.037 0.489
O 2.433 -0.504 0.540 0.266 -0.013 1.070 -0.980
H 2.205 0.405 0.312 0.032 0.262 -0.403 0.523
H 3.381 -0.545 0.299 -0.401 -0.284 -0.358 0.519
O 1.278 0.726 -2.012 0.138 0.518 1.729 -0.981
H 1.500 -1.920 2.331 -0.019 -0.076 0.049 0.536
H -1.692 -0.343 3.458 0.753 0.162 0.684 0.485
O 1.898 -1.189 2.902 -0.965 0.436 -0.920 -0.820
H -1.806 -0.921 -3.617 -0.173 0.234 -0.383 0.490
H 3.726 -1.504 -1.771 -0.457 -0.543 0.229 0.479
O -0.841 -1.041 -0.778 0.564 0.472 0.564 -0.963
H 0.122 1.390 -4.305 -0.068 0.069 0.136 0.506
H -1.117 -1.638 -0.075 -0.468 -0.084 0.074 0.499
O 4.403 -1.240 -1.142 0.102 0.323 -0.587 -0.934
H 0.533 0.366 -2.523 0.740 -0.047 -0.132 0.482
H -3.058 0.426 -0.293 0.113 -0.252 0.140 0.502
O 3.540 1.793 -0.285 -0.973 0.331 0.572 -0.975
H -2.541 1.920 1.334 -1.039 0.064 0.097 0.489
O -2.161 -1.206 1.924 -0.063 -0.306 0.123 -0.976
H -2.737 -0.523 1.555 -0.154 0.058 -0.332 0.505
H 1.082 -0.617 3.029 0.477 0.331 0.599 0.541
O -2.458 -0.596 -2.991 -0.284 -0.277 0.076 -0.948
H -0.773 -1.542 -1.584 -0.269 -0.428 -0.248 0.471
H -3.258 -0.366 -3.477 0.082 -0.251 -0.237 0.496
O -3.905 0.203 0.140 0.717 0.356 -0.355 -0.991
H 2.263 -0.596 2.116 0.348 -0.793 -0.124 0.546
H -4.457 0.741 -0.433 -0.673 0.032 0.222 0.488
O -1.619 1.840 1.141 1.314 -0.138 0.036 -0.967
H 0.098 1.324 2.392 -0.704 0.212 -0.165 0.507
H 1.445 -3.289 0.936 -0.142 -0.217 -0.375 0.486
O 0.681 -2.704 1.005 0.302 -0.304 0.692 -0.957
H 0.725 -2.104 0.248 0.203 0.290 -0.094 0.515
H -1.352 1.775 -1.556 -0.296 0.780 0.640 0.451
H 3.585 1.755 -1.242 0.558 -0.077 -0.015 0.497
H 4.353 1.616 0.189 0.437 0.154 -0.608 0.489
```
Forces are in eV/Å.

Values from the calculation:
Orbital gap = 0.400 Ha
Charge = +1
Energy relative to the best compared isomer or geometry (same formula, charge and spin) = 42.6 kcal per mole
DFT total energy = -1146.9350 hartree



Record 2
ORCA calculation (ωB97M-V with the def2-TZVPD basis set) on a molecular structure, C16H28BNO32S6 in a non-equilibrium geometry.

Geometry as XYZ:
```
84
Properties=species:S:1:pos:R:3:forces:R:3:mulliken_charge:R:1
N -0.299 -0.053 -0.679 1.080 0.496 -0.178 0.866
H 0.223 -0.919 -0.868 -0.669 -0.223 -0.468 -0.122
H -1.032 0.236 -1.326 -0.193 -0.956 -0.041 0.324
H 0.409 0.689 -0.769 -0.131 0.114 0.880 0.197
H -0.633 -0.177 0.283 0.206 0.480 0.050 0.093
O 0.135 -0.170 7.850 0.379 0.074 0.135 -0.595
C 0.233 0.643 6.980 -0.874 -0.473 0.124 0.581
O 0.893 0.500 5.845 0.803 0.415 -0.374 -0.368
B 0.596 1.634 4.927 -0.218 -0.379 1.168 1.048
O -0.372 2.449 5.680 -0.011 -0.090 -0.934 -0.575
C -0.566 1.956 6.893 0.049 0.684 0.333 0.554
O -1.209 2.488 7.748 0.012 -0.395 0.009 -0.589
O 1.722 2.513 4.536 -0.309 -0.140 0.155 -0.590
C 1.760 2.585 3.223 1.106 -0.852 0.246 0.497
O 2.514 3.234 2.559 -0.055 0.392 -0.133 -0.626
C 0.815 1.506 2.662 -0.483 1.343 1.172 0.384
O 0.128 0.996 3.675 0.175 0.306 -0.991 -0.482
O 0.715 1.327 1.491 -0.591 -0.881 -0.918 -0.210
C 5.068 -0.131 2.238 1.629 0.209 -0.012 -0.200
C 5.196 0.819 1.082 -0.310 -0.181 -0.558 -0.586
O 3.899 0.683 0.467 -1.183 -0.080 -0.431 -0.227
S 3.571 -0.882 0.340 1.763 0.134 0.271 1.039
O 4.174 -1.438 -0.841 -0.318 0.520 1.084 -0.721
O 2.207 -1.160 0.605 -0.146 0.358 0.017 -0.023
O 4.468 -1.278 1.665 -0.955 -0.605 -0.861 -0.378
H 4.515 0.255 3.093 -0.278 0.030 -0.195 0.226
H 6.089 -0.369 2.548 -0.237 -0.388 0.241 0.318
H 5.860 0.474 0.285 0.605 -0.017 0.551 0.337
H 5.441 1.836 1.375 -0.559 0.132 -0.179 0.355
C 0.311 -4.096 -4.622 -1.309 0.015 -1.248 0.183
C 1.800 -4.037 -4.560 0.280 0.173 0.147 -0.409
O 2.045 -3.539 -3.255 -0.118 0.447 1.534 -0.317
S 0.979 -4.143 -2.203 0.258 -1.695 -0.555 0.861
O 0.558 -3.166 -1.262 0.118 0.322 -0.637 -0.188
O 1.434 -5.415 -1.723 -0.228 0.978 -0.363 -0.655
O -0.163 -4.437 -3.325 0.471 0.209 0.721 -0.307
H -0.025 -4.823 -5.366 -0.036 -0.313 0.398 0.319
H -0.163 -3.164 -4.943 0.319 0.162 0.303 -0.153
H 2.193 -3.275 -5.231 0.184 -0.377 -0.171 0.313
H 2.263 -5.022 -4.662 0.076 0.176 -0.178 0.301
C -5.642 0.840 -0.692 -0.221 0.585 -0.773 -0.498
C -4.352 1.395 -1.286 0.040 -0.145 -1.065 -0.155
O -3.251 0.616 -0.792 -0.822 -0.659 1.328 -0.137
S -3.806 -0.337 0.442 -0.048 0.057 0.349 1.169
O -3.086 -0.063 1.643 -0.190 -0.154 -1.000 -0.426
O -3.980 -1.661 -0.056 0.214 0.728 0.103 -0.572
O -5.242 0.385 0.583 0.281 -0.350 0.223 -0.362
H -6.126 0.082 -1.314 0.496 -0.461 0.234 0.298
H -6.395 1.627 -0.641 0.176 0.080 0.636 0.373
H -4.176 2.435 -1.013 -0.077 -0.009 -0.034 0.180
H -4.374 1.243 -2.367 0.134 0.387 0.001 0.156
C -1.403 0.290 -5.830 0.408 1.297 -1.070 -0.541
C -2.866 0.725 -5.886 1.260 -0.207 0.664 -0.272
O -3.444 0.029 -4.780 -0.019 -0.902 0.987 -0.371
S -2.469 -1.158 -4.192 -0.142 0.365 -0.291 0.973
O -3.094 -2.439 -4.231 0.412 1.183 -0.168 -0.570
O -1.855 -0.682 -2.991 -0.462 -0.143 -0.452 -0.450
O -1.379 -1.031 -5.366 -0.409 -1.011 0.078 -0.356
H -0.815 0.936 -5.170 -0.223 -0.095 0.236 0.268
H -0.958 0.420 -6.819 0.107 -0.695 0.045 0.400
H -3.414 0.439 -6.779 0.128 0.191 -0.105 0.326
H -2.768 1.795 -5.700 -1.037 0.056 -0.061 0.289
C -0.297 4.832 0.845 0.291 -0.247 0.444 -0.061
C -1.247 4.880 -0.345 -0.654 -0.056 1.084 -0.222
O -0.602 4.255 -1.435 0.294 -0.421 -0.190 -0.297
S 0.984 4.139 -1.221 0.185 -0.911 1.328 0.996
O 1.646 5.035 -2.103 -0.055 -0.320 0.284 -0.589
O 1.325 2.732 -1.200 -0.397 1.505 -0.295 -0.459
O 1.018 4.725 0.299 0.269 0.203 -1.617 -0.271
H -0.394 3.974 1.514 -0.478 -0.125 -0.310 -0.056
H -0.427 5.719 1.464 0.496 0.147 -0.178 0.382
H -1.542 5.891 -0.623 0.145 0.022 -0.022 0.297
H -2.123 4.315 -0.018 -0.154 -0.032 -0.610 0.200
C 1.077 -2.272 3.977 0.083 1.370 -1.059 0.402
C 1.865 -3.309 3.176 1.260 0.319 0.656 -0.164
O 1.025 -3.770 2.141 -1.264 -0.377 -0.620 -0.390
S -0.435 -3.067 2.145 0.520 -0.767 1.875 0.915
O -1.500 -4.015 2.094 0.899 0.463 -0.059 -0.660
O -0.420 -1.991 1.217 -0.086 0.240 0.129 -0.200
O -0.290 -2.561 3.680 -0.923 -0.664 -0.622 -0.430
H 1.180 -1.242 3.618 0.649 -0.189 -0.008 -0.475
H 1.284 -2.245 5.043 -0.413 -0.409 0.057 0.493
H 2.234 -4.093 3.844 -0.728 -0.524 -0.269 0.301
H 2.785 -2.953 2.708 -0.245 0.550 0.026 0.087
```
Forces are in eV/Å.

Values from the calculation:
Orbital gap = 0.317 Ha
Charge = 0
Energy relative to the best compared isomer or geometry (same formula, charge and spin) = 35.8 kcal per mole
DFT total energy = -5502.9623 hartree



Record 3
ORCA calculation (ωB97M-V with the def2-TZVPD basis set) on C19H30ClN3O2S in the gas phase in a non-equilibrium geometry.

Geometry as XYZ:
```
56
Properties=species:S:1:pos:R:3:forces:R:3:nbo_charge:R:1
C -5.872 -1.094 -0.569 3.546 -4.300 3.635 -0.579
C -4.391 -0.738 -0.117 -2.442 2.547 -3.310 -0.371
C -3.297 -1.504 -0.771 -7.492 -3.297 -0.547 -0.199
N -2.062 -1.137 -0.489 1.673 3.051 -1.963 -0.460
C -1.697 -1.492 0.765 -0.416 17.145 3.193 -0.154
C -0.399 -0.798 1.217 0.862 -0.122 -0.018 -0.225
N 0.540 -1.468 0.463 4.679 1.235 -7.341 -0.419
C 2.030 -0.992 0.699 -2.578 -2.198 -4.373 -0.027
C 2.970 -1.978 -0.255 -1.140 -2.615 15.086 -0.352
C 4.313 -1.891 0.588 2.257 -3.499 -1.674 -0.424
C 4.909 -0.577 0.477 -3.746 5.833 -1.135 -0.404
C 3.871 0.446 1.255 2.437 3.283 1.276 -0.416
C 2.451 0.445 0.737 7.505 -7.601 -8.390 -0.082
N 2.304 0.968 -0.794 -3.565 1.953 6.426 -0.817
S 2.054 2.721 -0.639 5.700 -1.818 -3.994 2.298
O 2.946 3.423 0.258 -1.713 -0.864 1.040 -0.896
O 2.301 3.019 -1.998 0.829 1.148 -3.005 -1.002
C 0.444 2.940 -0.600 2.684 3.400 14.281 -0.407
C -0.429 2.427 -1.294 -9.570 -4.734 -6.208 -0.149
C -1.840 2.237 -0.930 1.640 4.379 2.513 -0.178
C -2.162 2.975 0.326 -1.233 -4.533 -2.101 0.005
Cl -3.828 2.883 0.836 -0.522 0.489 -0.301 0.000
C -1.317 3.159 1.395 10.522 -4.749 -16.325 -0.169
C 0.131 3.130 0.988 -5.228 0.447 -3.802 -0.143
C 0.223 -1.091 -1.206 -3.615 -10.406 7.447 -0.171
C -1.184 -1.703 -1.420 4.405 4.470 2.630 -0.214
H -6.082 -2.221 -0.349 0.267 1.915 -0.734 0.190
H -6.571 -0.546 -0.071 -1.797 1.579 1.714 0.206
H -5.924 -0.844 -1.520 -0.581 0.571 -4.804 0.189
H -4.301 0.359 -0.385 0.225 -0.999 0.320 0.182
H -4.357 -0.790 0.871 0.259 -0.167 4.486 0.186
H -3.717 -1.503 -1.781 1.491 0.152 -0.789 0.206
H -3.555 -2.595 -0.466 0.656 0.678 -0.309 0.127
H -2.312 -0.972 1.612 -0.363 -0.792 -1.773 0.185
H -1.666 -2.300 1.060 0.586 -15.296 4.077 0.149
H 0.100 -0.951 2.193 -1.694 -0.070 0.760 0.191
H -0.328 0.267 1.038 -0.905 0.775 -0.039 0.156
H 1.978 -1.320 1.645 1.338 -1.517 3.833 0.182
H 2.526 -3.035 -0.059 0.644 1.833 -0.543 0.224
H 2.961 -1.793 -1.146 0.446 2.515 -9.961 0.169
H 5.148 -2.575 0.059 -1.910 0.602 1.461 0.205
H 4.233 -2.139 1.735 -0.198 0.009 -2.423 0.222
H 4.949 -0.042 -0.597 0.044 -1.775 1.938 0.188
H 5.748 -0.216 0.973 2.170 -0.700 0.736 0.227
H 4.336 1.647 1.036 -1.348 -3.565 1.058 0.243
H 3.890 0.242 2.496 -0.052 0.519 -3.425 0.216
H 1.844 1.005 1.080 -7.681 7.053 5.783 0.162
H 3.068 0.841 -1.335 3.333 -0.121 -2.106 0.375
H -0.232 2.061 -2.274 0.602 -0.245 -0.726 0.243
H -2.635 2.003 -1.654 0.659 -0.147 0.571 0.247
H -1.564 3.478 2.148 -4.706 5.596 14.400 0.164
H 0.888 3.576 1.551 1.155 0.186 1.153 0.227
H 0.859 -1.496 -1.847 3.231 -2.561 -2.148 0.178
H 0.219 -0.222 -1.434 -0.193 11.339 -1.664 0.157
H -1.381 -1.609 -2.375 -1.876 0.639 -4.739 0.193
H -1.132 -2.618 -1.127 0.719 -6.649 0.854 0.166
```
Forces are in eV/Å.

Values from the calculation:
Orbital gap = 0.292 Ha
SMILES = CCCN1CCN([C@H]2CCCC[C@H]2NS(=O)(=O)c2ccc(Cl)cc2)CC1
Charge = 0
DFT total energy = -1914.4318 hartree



no.,molar mass (g mol⁻¹),HOMO level (Ha)
1,271.2,-0.503
2,949.6,-0.335
3,400.0,-0.320